No. 1
Density functional theory data (wB97M-V/def2-TZVPD) for an isolated molecule of C4H7NO.

CARTESIAN COORDINATES (ANGSTROEM)
C (2.146, -0.124, 0.153)
C (0.640, -0.308, 0.114)
N (-0.036, 0.645, -0.534)
C (-1.419, 0.910, -0.065)
C (-1.774, -0.460, -0.283)
O (0.132, -1.314, 0.644)
H (2.436, 0.157, 1.171)
H (2.481, 0.649, -0.540)
H (2.631, -1.075, -0.079)
H (-1.490, 1.247, 0.973)
H (-1.862, 1.635, -0.749)
H (-1.834, -0.813, -1.307)
H (-2.052, -1.150, 0.502)

Results
energy relative to the best compared isomer or geometry (same formula, charge and spin): 345.92 kJ/mol
HOMO: -8.8 eV
calculated total energy: -7796.059 eV
Kohn-Sham gap: 8.4 eV
total charge: 0
largest force on an atom: 0.3 eV/Å


No. 2
Density functional theory data (wB97M-V/def2-TZVPD) for an isolated molecule of C4H7NO in a non-equilibrium geometry.

CARTESIAN COORDINATES (ANGSTROEM)
C (-1.206, -0.696, 0.118)
O (-0.098, -1.430, 0.635)
C (1.119, -0.779, 0.305)
C (0.767, 0.680, 0.109)
N (0.048, 0.880, -1.132)
C (-0.730, 0.742, 0.064)
H (-2.061, -0.867, 0.779)
H (-1.462, -1.079, -0.891)
H (1.839, -0.983, 1.117)
H (1.537, -1.119, -0.650)
H (1.394, 1.384, 0.665)
H (0.069, 1.735, -1.775)
H (-1.216, 1.531, 0.656)

Results
energy relative to the best compared isomer or geometry (same formula, charge and spin): 259.65 kJ/mol
HOMO: -9.3 eV
SMILES: C1OC[C@H]2N[C@@H]12
calculated total energy: -7796.953 eV
Kohn-Sham gap: 10.4 eV
total charge: 0
largest force on an atom: 2.8 eV/Å


No. 3
Density functional theory data (wB97M-V/def2-TZVPD) for an isolated molecule of C4H7NO in a non-equilibrium geometry.

CARTESIAN COORDINATES (ANGSTROEM)
O (1.519, -0.054, 1.088)
C (1.196, 0.276, -0.253)
C (0.061, -0.625, -0.718)
C (-1.152, -0.530, 0.207)
C (-1.920, 1.947, 0.422)
N (-1.610, 0.819, 0.329)
H (1.628, 0.761, 1.588)
H (2.074, 0.135, -0.899)
H (0.883, 1.325, -0.340)
H (0.397, -1.669, -0.719)
H (-0.219, -0.363, -1.745)
H (-0.876, -0.884, 1.204)
H (-1.981, -1.139, -0.164)

Results
energy relative to the best compared isomer or geometry (same formula, charge and spin): 183.88 kJ/mol
HOMO: -10.8 eV
calculated total energy: -7797.739 eV
Kohn-Sham gap: 11.6 eV
total charge: 0
largest force on an atom: 1.2 eV/Å


No. 4
Density functional theory data (wB97M-V/def2-TZVPD) for a cluster of 2 separate species, C4H7NO in total.

CARTESIAN COORDINATES (ANGSTROEM)
C (-1.281, -0.329, 1.692)
C (-0.868, 0.685, 0.665)
C (1.430, 0.801, -1.682)
N (1.275, -0.388, -1.264)
C (1.069, -1.462, -0.702)
O (-1.464, 0.911, -0.363)
H (-1.415, 0.154, 2.667)
H (-2.203, -0.828, 1.386)
H (-0.470, -1.061, 1.788)
H (0.070, 1.233, 0.899)
H (0.550, 1.426, -1.799)
H (2.428, 1.161, -1.908)
H (0.878, -2.304, -1.379)

Results
energy relative to the best compared isomer or geometry (same formula, charge and spin): 361.10 kJ/mol
HOMO: -8.4 eV
calculated total energy: -7795.902 eV
Kohn-Sham gap: 9.5 eV
total charge: 0
largest force on an atom: 0.6 eV/Å


- What is the formula in the fourth record?
  C4H7NO